No. 1
Density functional theory data (ωB97M-V/def2-TZVPD) for C10H15NO3 as an isolated structure in a non-equilibrium geometry.

Properties
HOMO-LUMO gap (alpha / beta): 6.0 / 5.6 eV
energy relative to the best compared isomer or geometry (same formula, charge and spin): 0.0 kcal per mole
2S+1: 3
HOMO energy (alpha / beta): -0.2110 / -0.3268 hartree
total charge: 0

Last column: Löwdin charge in e.
CARTESIAN COORDINATES (ANGSTROEM)
C -1.68782 -1.53684 -1.26805  -0.03
C -0.88891 1.49909 0.15844  -0.39
C 0.89011 -0.16774 0.77075  -0.40
C -2.50034 -1.38071 -0.07843  -0.13
C -1.56697 -0.90696 1.05959  -0.09
C -0.54672 0.03672 0.41640  -0.17
C 0.37507 3.50049 -0.67164  -0.08
C 3.06329 -1.61055 0.87410  -0.10
C -0.14726 2.07321 -1.03133  -0.16
C 1.52213 -1.62769 0.69927  -0.18
N -0.64780 -0.84968 -1.30068  -0.14
O 0.19134 -0.65211 -2.16634  0.12
O -1.64050 2.05687 0.89684  0.11
O 1.57214 0.76445 1.06957  0.08
H -1.95453 -2.17183 -2.11022  0.15
H -3.29439 -0.63748 -0.29994  0.15
H -3.22788 -2.23301 0.09692  0.14
H -2.23674 -0.18353 1.60158  0.13
H -0.99619 -1.59021 1.71297  0.12
H 0.86261 4.10610 -1.46783  0.08
H 1.07577 3.39014 0.16910  0.07
H -0.34068 3.99492 -0.04117  0.05
H 3.59580 -1.47753 -0.11797  0.09
H 3.23620 -2.60406 1.47673  0.10
H 3.30173 -0.81840 1.54154  0.04
H 0.69208 1.39011 -1.24153  0.10
H -0.87721 2.13734 -1.86340  0.13
H 1.02396 -2.37512 1.37709  0.10
H 1.15171 -2.12601 -0.26235  0.10



No. 2
Density functional theory data (ωB97M-V/def2-TZVPD) for one molecule with the formula C10H15NO3S in a non-equilibrium geometry.

Properties
HOMO-LUMO gap: 9.2 eV
energy relative to the best compared isomer or geometry (same formula, charge and spin): 149.5 kcal per mole
2S+1: 1
HOMO energy: -0.3195 hartree
total charge: 0

Last column: Löwdin charge in e.
CARTESIAN COORDINATES (ANGSTROEM)
C 1.84524 1.37759 0.49767  -0.08
C 0.45501 1.77524 0.90071  -0.07
C 0.32043 0.80622 -1.32575  -0.04
C -1.94543 1.44941 -0.12119  -0.13
C 1.56348 0.24692 -0.57165  -0.17
C -0.51562 0.91986 0.00950  -0.36
C 0.88194 -1.05459 0.02973  -0.38
C -0.44044 -0.44324 0.59734  -0.30
C 0.39669 -2.04050 -1.03336  -0.01
C 1.73696 -1.74341 1.07873  -0.01
N -3.86335 -0.42784 1.00621  -0.14
O -2.40144 -0.75713 -1.26152  -0.28
O -4.42298 0.55168 -0.04097  -0.30
O -1.30983 -0.97301 1.27733  0.08
S -2.92789 -0.00935 -0.11853  0.75
H 2.32886 2.08128 -0.08055  0.10
H 2.41132 0.88549 1.18838  0.08
H 0.35680 1.63758 1.90493  0.10
H 0.39690 2.79134 0.84539  0.10
H 0.56078 1.67715 -1.79193  0.10
H -0.28393 0.20038 -1.91069  0.08
H -2.08261 2.21542 0.69544  0.15
H -2.01094 1.99794 -1.02363  0.11
H 2.25611 -0.13005 -1.32189  0.15
H -0.36593 -2.75270 -0.55173  0.13
H 1.21049 -2.78920 -1.14442  0.10
H -0.08256 -1.69744 -1.91829  0.07
H 2.44878 -2.29509 0.61169  0.06
H 1.24776 -2.33757 1.75390  0.07
H 2.23538 -1.16240 1.81915  0.08



No. 3
Density functional theory data (ωB97M-V/def2-TZVPD) for an isolated ion of composition C10H15O2 and charge -1 in a non-equilibrium geometry.

Properties
HOMO-LUMO gap: 6.5 eV
energy relative to the best compared isomer or geometry (same formula, charge and spin): 70.7 kcal per mole
2S+1: 1
HOMO energy: -0.1019 hartree
total charge: -1

Last column: Löwdin charge in e.
CARTESIAN COORDINATES (ANGSTROEM)
C 2.16135 -0.74987 0.73580  -0.04
C 2.81413 -0.75781 -0.35181  -0.24
C 0.75831 -1.23087 0.32584  -0.51
C 0.07855 -0.18596 -0.21416  -0.19
C 0.38131 1.60082 1.54496  -0.10
C 1.29445 2.06332 -0.82604  -0.05
C -1.53608 -1.76138 -1.50565  -0.11
C -2.21992 -0.82326 0.69272  -0.11
C 0.22182 1.26077 0.04286  -0.37
C -1.40935 -0.59903 -0.54521  -0.42
O 3.22814 -0.73844 -1.48177  0.08
O 0.46832 -2.44300 0.49907  -0.07
H 2.40697 -0.39190 1.70982  0.10
H 1.48746 1.74285 1.66344  0.07
H 0.17892 0.87105 2.38011  0.08
H -0.32237 2.46842 1.80858  0.08
H 1.46267 2.81929 -0.08142  0.04
H 0.96561 2.41096 -1.77656  0.06
H 2.28340 1.63824 -0.81162  0.05
H -0.75530 -2.54210 -1.39571  0.07
H -1.65725 -1.45805 -2.62989  0.09
H -2.46154 -2.33830 -1.49928  0.04
H -1.71879 -1.44105 1.58229  0.11
H -3.14254 -1.46509 0.59313  0.06
H -2.40526 0.24120 1.09289  0.08
H -0.75556 1.63000 -0.38350  0.12
H -1.80748 0.17919 -1.16890  0.10



No. 4
Density functional theory data (ωB97M-V/def2-TZVPD) for C10H15O2PS as an isolated structure in a non-equilibrium geometry.

Properties
HOMO-LUMO gap: 8.4 eV
energy relative to the best compared isomer or geometry (same formula, charge and spin): 11.1 kcal per mole
2S+1: 1
HOMO energy: -0.3053 hartree
total charge: 0

Last column: Löwdin charge in e.
CARTESIAN COORDINATES (ANGSTROEM)
C 0.29885 -0.92134 1.14778  -0.08
C 1.40404 -1.69341 0.86872  -0.03
C 0.82199 0.80625 -0.52093  -0.04
C -0.05942 0.25512 0.33432  -0.33
C -3.09310 -0.80362 -0.15505  -0.85
C 2.12589 -1.32888 -0.40659  -0.12
C 2.25787 0.26035 -0.65232  -0.30
C -3.78438 -2.10103 -0.02824  -0.08
C 3.17629 1.03249 0.24046  -0.07
C -2.35089 2.23700 -0.25387  -0.23
O -2.86005 -0.11899 0.96378  -0.20
O -1.56681 1.35396 2.34094  -0.28
P -1.66265 1.01081 0.93036  0.56
S -2.26554 -0.34113 -1.47017  0.82
H -0.51105 -1.20824 1.85488  0.11
H 1.67361 -2.46713 1.46478  0.06
H 0.37644 1.61399 -1.07714  0.10
H 3.11214 -1.68167 -0.39876  0.09
H 1.55231 -1.65579 -1.22449  0.10
H 2.70306 0.32323 -1.59673  0.11
H -3.44043 -2.47678 0.94882  0.09
H -4.93446 -2.05897 0.07075  0.13
H -3.46321 -2.75368 -0.80204  0.06
H 4.12346 0.62628 0.36949  0.06
H 2.79042 1.10840 1.26834  0.10
H 3.43883 1.97877 -0.07008  0.05
H -1.97108 2.13711 -1.32894  0.03
H -3.51791 2.29304 -0.21398  0.10
H -2.07742 3.14464 0.32122  0.05